# C24H42O21PS2Tl

A structure of composition C24H42O21PS2Tl at a distorted geometry (ωB97M-V/def2-TZVPD, OMol25).

Structure (XYZ):
```
91
Properties=species:S:1:pos:R:3:lowdin_charge:R:1
Tl -1.73 1.19 5.18 0.97
P -0.48 0.23 1.36 0.01
O -1.83 -0.39 1.85 -0.20
O 0.48 -0.27 2.59 -0.23
O -0.65 1.72 1.69 -0.20
O -0.01 -0.17 -0.07 -0.37
C 1.71 4.39 -1.10 -0.02
C 0.22 4.42 -1.26 -0.33
C -0.48 5.51 -0.48 -0.11
O -1.11 6.29 -1.45 0.08
C -0.84 5.88 -2.67 -0.55
O -1.26 6.35 -3.67 0.18
O 0.10 4.84 -2.63 0.06
H 1.88 4.18 -0.05 0.08
H 2.09 5.39 -1.33 0.10
H 2.03 3.55 -1.71 0.09
H -0.28 3.47 -1.10 0.15
H 0.12 6.26 0.04 0.14
H -1.26 5.01 0.10 0.13
C 4.66 -0.64 -0.33 0.00
C 4.31 -1.59 0.80 -0.33
C 3.42 -2.82 0.63 -0.07
O 4.15 -3.88 1.26 0.05
C 5.38 -3.42 1.63 -0.54
O 6.23 -4.06 2.23 0.13
O 5.50 -2.15 1.29 0.09
H 3.71 -0.14 -0.54 0.09
H 5.09 -1.19 -1.17 0.09
H 5.45 -0.02 0.08 0.09
H 3.80 -1.04 1.59 0.15
H 3.20 -3.05 -0.41 0.13
H 2.51 -2.91 1.23 0.13
C -4.29 -3.39 -1.11 -0.03
C -2.89 -3.64 -1.67 -0.31
C -2.04 -4.42 -0.64 -0.06
O -1.41 -5.48 -1.44 0.08
C -1.90 -5.40 -2.67 -0.59
O -1.42 -6.05 -3.56 0.16
O -2.95 -4.56 -2.76 0.10
H -5.04 -3.01 -1.80 0.09
H -4.29 -2.67 -0.29 0.08
H -4.66 -4.31 -0.66 0.08
H -2.44 -2.66 -1.83 0.15
H -2.68 -4.88 0.11 0.12
H -1.38 -3.68 -0.18 0.13
C -5.80 1.98 0.58 0.00
C -4.94 2.48 -0.63 -0.31
C -4.27 1.51 -1.61 -0.06
O -4.65 2.00 -2.92 0.08
C -5.71 2.82 -2.71 -0.56
O -6.48 3.22 -3.57 0.13
O -5.79 3.22 -1.45 0.08
H -6.55 1.29 0.19 0.08
H -6.34 2.76 1.12 0.08
H -5.16 1.39 1.23 0.07
H -4.17 3.19 -0.32 0.14
H -4.55 0.45 -1.56 0.13
H -3.19 1.55 -1.46 0.13
C 2.69 -2.62 -4.70 -0.01
C 1.37 -1.92 -4.27 -0.32
C 1.41 -0.39 -4.33 -0.08
O 1.00 -0.18 -5.65 0.08
C 0.32 -1.23 -6.08 -0.62
O -0.36 -1.36 -7.07 0.16
O 0.46 -2.22 -5.26 0.10
H 2.53 -3.70 -4.67 0.09
H 3.38 -2.44 -3.88 0.07
H 3.10 -2.30 -5.66 0.10
H 1.09 -2.39 -3.33 0.15
H 2.45 -0.06 -4.28 0.14
H 0.68 0.10 -3.68 0.14
C 1.77 -3.30 5.55 -0.26
S 0.12 -3.95 5.95 0.85
O -0.66 -2.71 6.36 -0.61
C -0.34 -4.39 4.23 -0.27
H 2.43 -3.16 6.41 0.05
H 1.82 -2.33 5.05 0.05
H 2.21 -4.00 4.85 0.05
H -1.34 -4.83 4.28 0.04
H 0.20 -5.21 3.74 0.06
H -0.32 -3.54 3.55 0.05
C 3.09 3.25 4.28 -0.26
S 2.25 4.61 5.17 0.87
O 0.95 4.05 5.78 -0.63
C 1.75 5.51 3.60 -0.25
H 2.53 2.89 3.42 0.05
H 3.19 2.46 5.02 0.05
H 4.01 3.62 3.83 0.05
H 1.18 4.91 2.89 0.04
H 2.69 5.74 3.09 0.04
H 1.19 6.43 3.78 0.05
```

Summary:
E_LUMO = -5.3 eV
Relative energy (zero: lowest compared OMol25 entry of this formula, charge and spin) = 16.9 kcal/mol
HOMO energy = -9.95 eV
Kohn-Sham gap = 0.1716 Eh

---

# C24H43BF2N16O12

A cluster of 9 separate species, C24H43BF2N16O12 in total (ωB97M-V/def2-TZVPD, OMol25).

Structure (XYZ):
```
98
Properties=species:S:1:pos:R:3:lowdin_charge:R:1
C -0.73 -3.12 -5.19 -0.08
C -0.54 -2.45 -3.85 -0.22
O 0.52 -3.05 -3.06 0.05
B 1.12 -2.17 -2.19 -0.62
O 2.21 -1.47 -2.55 0.22
C 0.56 -2.05 -0.69 0.08
C 0.94 -3.03 0.24 -0.20
F 1.78 -4.00 -0.20 0.07
C 0.55 -3.05 1.57 0.03
C -0.27 -2.02 2.05 0.02
C -0.64 -1.00 1.18 -0.08
C -0.23 -1.02 -0.17 -0.02
C -0.68 0.15 -0.99 -0.25
O -1.17 0.04 -2.09 0.14
C -0.53 1.44 -0.27 -0.01
C -0.01 2.60 -0.84 -0.20
F 0.39 2.58 -2.12 0.10
C 0.14 3.76 -0.08 0.03
C -0.26 3.75 1.25 -0.04
C -0.80 2.61 1.85 0.00
C -0.93 1.46 1.08 -0.08
C -1.42 0.17 1.63 -0.29
O -2.39 0.08 2.35 0.09
H -1.30 -4.04 -5.10 0.08
H -1.31 -2.43 -5.78 0.06
H 0.22 -3.29 -5.69 0.08
H -0.30 -1.40 -4.03 0.12
H -1.47 -2.52 -3.30 0.12
H 2.82 -1.39 -1.79 0.08
H 0.88 -3.84 2.23 0.12
H -0.57 -1.99 3.08 0.12
H 0.57 4.64 -0.54 0.12
H -0.16 4.65 1.83 0.08
H -1.09 2.60 2.89 0.12
N 1.14 -5.81 -4.35 0.17
C 2.29 -6.53 -4.20 -0.68
N 3.10 -6.10 -3.18 0.15
O 2.58 -7.49 -4.90 0.01
H 0.92 -5.02 -3.76 0.06
H 0.51 -6.08 -5.07 0.10
H 3.95 -6.61 -3.03 0.10
H 2.88 -5.32 -2.59 0.08
N -5.36 4.28 2.17 0.14
C -4.45 3.30 1.86 -0.68
N -4.31 2.31 2.79 0.16
O -3.81 3.32 0.82 0.02
H -5.89 4.29 3.02 0.09
H -5.48 5.02 1.50 0.10
H -3.65 1.57 2.60 0.05
H -4.84 2.29 3.64 0.09
N -4.64 -1.17 0.04 0.17
C -5.48 -2.18 0.42 -0.69
N -5.65 -2.28 1.78 0.15
O -6.02 -2.93 -0.36 0.03
H -4.20 -0.55 0.69 0.07
H -4.47 -1.06 -0.95 0.10
H -6.26 -3.01 2.11 0.10
H -5.21 -1.68 2.44 0.08
N -5.29 -0.61 -5.48 0.15
C -4.12 -0.91 -4.83 -0.66
N -3.62 0.08 -4.04 0.17
O -3.57 -1.99 -4.95 0.03
H -5.76 0.27 -5.39 0.09
H -5.69 -1.33 -6.07 0.10
H -2.76 -0.11 -3.55 0.06
H -4.06 0.97 -3.93 0.09
N 3.51 4.89 2.86 0.16
C 2.87 3.98 3.65 -0.67
N 3.66 3.35 4.59 0.15
O 1.69 3.74 3.53 0.04
H 4.49 5.11 2.94 0.09
H 2.95 5.37 2.18 0.10
H 3.21 2.68 5.19 0.10
H 4.63 3.54 4.71 0.09
N 3.86 -4.44 1.62 0.16
C 4.67 -4.75 2.67 -0.68
N 5.79 -3.97 2.78 0.14
O 4.42 -5.64 3.46 0.02
H 4.06 -3.70 0.97 0.06
H 3.03 -4.99 1.50 0.09
H 6.41 -4.16 3.54 0.10
H 6.02 -3.23 2.14 0.08
N 5.97 -0.77 -0.52 0.17
C 4.82 -0.88 0.19 -0.65
N 4.63 0.02 1.19 0.18
O 3.99 -1.76 -0.05 0.00
H 6.66 -0.06 -0.35 0.10
H 6.12 -1.42 -1.27 0.11
H 3.78 -0.05 1.72 0.11
H 5.29 0.75 1.41 0.10
N 0.14 8.65 3.46 0.15
C -0.37 7.92 2.43 -0.68
N -1.67 8.21 2.09 0.15
O 0.27 7.07 1.84 0.01
H -0.37 9.36 3.95 0.09
H 1.09 8.46 3.73 0.10
H -2.07 7.69 1.34 0.11
H -2.22 8.91 2.56 0.09
```

Summary:
E_LUMO = -0.6 eV
Structure (SMILES) = CCOB(O)c1c(F)ccc2c1C(=O)c1c(F)cccc1C2=O.NC(N)=O.NC(N)=O.NC(N)=O.NC(N)=O.NC(N)=O.NC(N)=O.NC(N)=O.NC(N)=O
HOMO energy = -9.06 eV
Kohn-Sham gap = 0.3092 Eh

---

# C24H43Cl2CoF3N3O4Si

A structure of composition C24H43Cl2CoF3N3O4Si at a distorted geometry (ωB97M-V/def2-TZVPD, OMol25).

Structure (XYZ):
```
81
Properties=species:S:1:pos:R:3:lowdin_spin:R:1
C -1.30 -0.53 -3.19 0.00
C -0.91 -1.87 -2.64 0.01
H -0.81 -0.33 -4.15 0.00
H -1.02 0.27 -2.48 0.00
H -2.39 -0.46 -3.33 0.00
C -0.34 -2.85 -3.37 0.00
C -0.18 -2.85 -4.84 0.00
H -0.02 -3.77 -2.86 0.00
H -0.38 -1.87 -5.29 0.00
H -0.87 -3.57 -5.30 0.00
H 0.83 -3.16 -5.14 0.00
Co -0.13 0.21 0.75 3.12
Cl -0.32 1.82 -0.76 0.13
C -0.57 -2.31 2.52 0.00
O 0.12 -1.32 2.16 0.04
N -0.04 -3.29 3.26 0.00
C 1.36 -3.23 3.67 0.00
C -0.80 -4.47 3.67 0.00
H -1.64 -2.43 2.28 0.00
H 1.79 -2.29 3.34 0.00
H 1.91 -4.07 3.22 0.00
H 1.42 -3.32 4.76 0.00
H -1.83 -4.37 3.31 0.00
H -0.80 -4.56 4.76 0.00
H -0.35 -5.37 3.23 0.00
H 0.77 2.68 5.41 0.00
H -0.88 4.38 4.97 0.00
C 1.20 2.80 4.41 0.00
C -0.56 4.49 3.93 0.00
N 0.18 3.31 3.51 0.01
H 1.58 1.85 4.03 0.00
C -0.10 2.65 2.38 0.01
O 0.35 1.48 2.17 0.07
H -1.43 4.60 3.28 0.00
H -0.76 3.16 1.66 0.00
H 2.02 3.53 4.48 0.00
H 0.06 5.39 3.85 0.00
H 1.49 -0.14 -2.83 0.00
H 2.38 -2.73 -2.40 0.00
C 2.37 0.16 -2.24 0.00
C 3.20 -2.15 -1.95 0.00
N 2.69 -0.93 -1.33 0.01
H 2.12 1.07 -1.68 0.00
C 2.40 -0.88 -0.03 0.01
O 1.87 0.10 0.53 0.02
H 3.68 -2.76 -1.17 0.00
H 2.67 -1.81 0.53 0.00
H 3.21 0.31 -2.92 0.00
H 3.92 -1.90 -2.75 0.00
O -0.34 -1.19 -0.48 0.25
C -1.19 -2.04 -1.15 0.03
C 0.18 -4.00 -0.34 0.00
C -1.08 -3.45 -0.58 0.01
H 1.06 -3.40 -0.60 0.00
C 0.29 -5.29 0.19 0.00
H -2.25 -1.74 -1.06 0.00
C -2.23 -4.18 -0.30 0.00
H 1.29 -5.71 0.36 0.00
C -0.87 -6.01 0.48 0.00
C -2.13 -5.46 0.23 0.00
H -3.20 -3.72 -0.55 0.00
H -0.79 -7.03 0.88 0.00
H -3.04 -6.04 0.43 0.00
Si -0.28 6.15 -2.29 0.00
Cl -0.56 5.07 -4.04 0.00
C 1.55 6.14 -1.95 0.00
C -1.30 5.28 -0.99 0.00
C -0.87 7.91 -2.58 0.00
H 1.94 5.12 -1.92 0.00
H 1.75 6.62 -0.98 0.00
H 2.09 6.71 -2.72 0.00
H -0.26 8.41 -3.34 0.00
H -0.79 8.48 -1.64 0.00
H -1.92 7.94 -2.90 0.00
H -0.95 4.24 -0.84 0.00
H -2.36 5.24 -1.29 0.00
H -1.23 5.82 -0.04 0.00
F -2.60 1.58 1.27 0.03
C -2.08 0.34 1.51 0.17
F -2.91 -0.57 0.95 0.03
F -2.11 0.16 2.86 0.03
```

Summary:
E_LUMO (spin up / spin down) = 0.5 / -0.1 eV
Multiplicity = 5
HOMO energy (spin up / spin down) = -7.48 / -7.98 eV
Expectation value of S² = 6.01
Kohn-Sham gap (spin up / spin down) = 0.2931 / 0.2909 Eh

---

Repeat the third record exactly.
# C24H43Cl2CoF3N3O4Si

A structure of composition C24H43Cl2CoF3N3O4Si at a distorted geometry (ωB97M-V/def2-TZVPD, OMol25).

Structure (XYZ):
```
81
Properties=species:S:1:pos:R:3:lowdin_spin:R:1
C -1.30 -0.53 -3.19 0.00
C -0.91 -1.87 -2.64 0.01
H -0.81 -0.33 -4.15 0.00
H -1.02 0.27 -2.48 0.00
H -2.39 -0.46 -3.33 0.00
C -0.34 -2.85 -3.37 0.00
C -0.18 -2.85 -4.84 0.00
H -0.02 -3.77 -2.86 0.00
H -0.38 -1.87 -5.29 0.00
H -0.87 -3.57 -5.30 0.00
H 0.83 -3.16 -5.14 0.00
Co -0.13 0.21 0.75 3.12
Cl -0.32 1.82 -0.76 0.13
C -0.57 -2.31 2.52 0.00
O 0.12 -1.32 2.16 0.04
N -0.04 -3.29 3.26 0.00
C 1.36 -3.23 3.67 0.00
C -0.80 -4.47 3.67 0.00
H -1.64 -2.43 2.28 0.00
H 1.79 -2.29 3.34 0.00
H 1.91 -4.07 3.22 0.00
H 1.42 -3.32 4.76 0.00
H -1.83 -4.37 3.31 0.00
H -0.80 -4.56 4.76 0.00
H -0.35 -5.37 3.23 0.00
H 0.77 2.68 5.41 0.00
H -0.88 4.38 4.97 0.00
C 1.20 2.80 4.41 0.00
C -0.56 4.49 3.93 0.00
N 0.18 3.31 3.51 0.01
H 1.58 1.85 4.03 0.00
C -0.10 2.65 2.38 0.01
O 0.35 1.48 2.17 0.07
H -1.43 4.60 3.28 0.00
H -0.76 3.16 1.66 0.00
H 2.02 3.53 4.48 0.00
H 0.06 5.39 3.85 0.00
H 1.49 -0.14 -2.83 0.00
H 2.38 -2.73 -2.40 0.00
C 2.37 0.16 -2.24 0.00
C 3.20 -2.15 -1.95 0.00
N 2.69 -0.93 -1.33 0.01
H 2.12 1.07 -1.68 0.00
C 2.40 -0.88 -0.03 0.01
O 1.87 0.10 0.53 0.02
H 3.68 -2.76 -1.17 0.00
H 2.67 -1.81 0.53 0.00
H 3.21 0.31 -2.92 0.00
H 3.92 -1.90 -2.75 0.00
O -0.34 -1.19 -0.48 0.25
C -1.19 -2.04 -1.15 0.03
C 0.18 -4.00 -0.34 0.00
C -1.08 -3.45 -0.58 0.01
H 1.06 -3.40 -0.60 0.00
C 0.29 -5.29 0.19 0.00
H -2.25 -1.74 -1.06 0.00
C -2.23 -4.18 -0.30 0.00
H 1.29 -5.71 0.36 0.00
C -0.87 -6.01 0.48 0.00
C -2.13 -5.46 0.23 0.00
H -3.20 -3.72 -0.55 0.00
H -0.79 -7.03 0.88 0.00
H -3.04 -6.04 0.43 0.00
Si -0.28 6.15 -2.29 0.00
Cl -0.56 5.07 -4.04 0.00
C 1.55 6.14 -1.95 0.00
C -1.30 5.28 -0.99 0.00
C -0.87 7.91 -2.58 0.00
H 1.94 5.12 -1.92 0.00
H 1.75 6.62 -0.98 0.00
H 2.09 6.71 -2.72 0.00
H -0.26 8.41 -3.34 0.00
H -0.79 8.48 -1.64 0.00
H -1.92 7.94 -2.90 0.00
H -0.95 4.24 -0.84 0.00
H -2.36 5.24 -1.29 0.00
H -1.23 5.82 -0.04 0.00
F -2.60 1.58 1.27 0.03
C -2.08 0.34 1.51 0.17
F -2.91 -0.57 0.95 0.03
F -2.11 0.16 2.86 0.03
```

Summary:
E_LUMO (spin up / spin down) = 0.5 / -0.1 eV
Multiplicity = 5
HOMO energy (spin up / spin down) = -7.48 / -7.98 eV
Expectation value of S² = 6.01
Kohn-Sham gap (spin up / spin down) = 0.2931 / 0.2909 Eh